Here is an isolated molecule of C23H23N3O from OMol25. Energies are from wB97M-V/def2-TZVPD.

XYZ file:
```
50
Properties=species:S:1:pos:R:3
H -4.21 0.34 -3.04
H 0.47 1.60 0.85
C 0.82 0.76 0.25
C 3.05 -0.64 3.01
C -1.55 0.38 0.16
H 0.43 -2.25 1.17
C -0.23 -0.37 0.20
O 0.06 -1.19 -0.95
C -5.59 3.35 -3.76
C 3.39 -2.94 1.86
H 2.76 -1.11 3.98
C -0.14 -1.34 1.40
C -1.58 0.10 -2.24
C -4.43 3.41 -1.60
H -4.14 3.95 -0.71
H 2.40 -3.20 2.22
H 3.69 0.25 3.22
C 3.84 -1.63 2.17
H 0.98 1.13 -0.74
H -2.08 1.10 2.21
N 1.88 -0.23 2.23
C -4.38 1.40 -2.96
H -5.61 1.45 -4.74
C -0.53 -0.76 -2.14
H -6.24 3.84 -4.48
H 0.60 -1.45 3.46
H 5.47 -0.27 1.73
N -3.33 1.70 0.60
C 0.56 -0.72 2.62
H -1.93 0.41 -3.23
C -2.18 0.59 -1.01
C 5.38 -3.42 0.56
C -2.29 1.08 1.14
N -3.26 1.41 -0.75
C 5.83 -2.12 0.79
C 4.17 -3.85 1.11
C 2.09 0.25 0.84
H -1.12 -1.68 1.62
C 5.08 -1.25 1.58
H -5.32 5.16 -2.59
H -0.12 -1.19 -3.06
H 2.45 -0.56 0.23
H -0.09 0.08 2.97
H 2.81 1.08 0.84
H 6.01 -4.17 0.06
C -5.21 2.01 -3.93
H 6.72 -1.74 0.27
H 3.79 -4.85 0.96
C -5.15 4.06 -2.63
C -4.01 2.06 -1.76
```

Summary:
E: -30740.0220 eV
Structure (SMILES): C1=Cc2c(cnn2-c2ccccc2)C2(CCN(Cc3ccccc3)CC2)O1